C42H37ClN2O7S3Si | wB97M-V/def2-TZVPD

The geometry in XYZ format:
```
93
Properties=species:S:1:pos:R:3:forces:R:3
C -2.929605 -0.349263 1.108718 0.136 -0.505 -1.174
Si -1.583142 0.900571 1.756363 -1.684 -0.167 0.364
C -1.554412 0.644353 3.674532 -0.881 0.144 0.514
C -2.240021 2.649052 1.290383 -0.530 0.178 -0.025
C 0.056409 0.410419 0.872948 -0.929 -0.119 -0.686
S 0.451721 -1.345999 1.329913 0.206 -0.263 -0.257
C -0.281556 0.388986 -0.732375 1.924 0.253 -0.374
C 0.581187 1.587704 -1.413085 -2.755 3.809 0.227
O 0.039803 2.723357 -1.510714 2.513 -5.067 0.418
Cl 2.293460 1.393780 -2.004668 -1.716 -0.274 0.622
O 1.158370 1.360857 1.029037 1.177 -1.320 1.755
C 2.100428 0.986457 2.039238 3.685 -1.766 0.699
O 3.190630 0.390550 1.799542 -4.871 2.692 0.214
C 1.840226 1.373214 3.575416 -0.172 0.472 -0.250
C 1.830603 0.123474 4.584559 0.814 0.867 0.610
C 1.181969 0.654255 5.976033 -0.714 -0.520 -1.106
S 2.365577 1.599019 7.049730 -0.119 1.013 -0.866
C 2.748607 3.251554 6.339091 1.531 0.970 -0.298
S 4.319870 3.845407 6.548796 -2.644 -1.150 -0.233
N 1.804151 4.126941 5.622791 -2.631 1.949 -2.460
C 1.946581 4.590189 4.237035 -1.165 1.680 -1.737
C 0.814948 5.529770 3.781433 2.581 -3.998 5.625
N -0.007943 5.601115 4.991682 3.004 -2.550 1.366
C 0.576032 4.790062 6.034968 -0.750 1.471 -3.306
H -3.428875 0.062799 0.146809 0.649 -0.560 1.615
H -3.738544 -0.542716 1.890693 1.123 0.193 -1.098
H -2.427733 -1.338215 0.773925 -0.982 1.421 0.784
H -2.656242 0.427166 3.964128 1.724 0.347 -0.470
H -0.961945 -0.273192 4.006798 -0.648 1.447 -0.287
H -1.277695 1.606546 4.236074 -0.162 -1.551 -0.720
H -1.908481 3.403815 2.087711 -0.489 -0.811 -1.412
H -3.396367 2.562599 1.298676 1.839 0.211 0.190
H -1.968362 2.962440 0.219892 -0.133 -0.292 1.688
H 0.009052 -1.658174 2.607263 -0.007 1.038 -0.886
H 0.064857 -0.604357 -1.181260 -0.721 1.378 0.549
H -1.370774 0.633521 -0.959964 1.550 -0.455 0.316
H 0.898329 2.025999 3.726471 1.461 -1.145 -0.490
H 2.742622 2.029083 3.885424 -1.461 -1.105 -0.680
H 1.335074 -0.820616 4.182047 0.409 1.470 0.590
H 2.926706 -0.143821 4.810060 -1.661 0.238 -0.439
H 0.834864 -0.262624 6.591434 0.624 1.738 -0.701
H 0.295593 1.340270 5.761253 1.064 -1.153 0.359
H 2.827180 4.263786 3.572139 -1.475 0.470 1.574
H 0.616411 6.062411 2.799876 0.332 -0.924 1.690
H 0.101511 4.707884 7.063404 0.952 0.031 -1.651
C -0.250137 4.853110 -3.519223 -0.059 0.123 -0.129
C 0.021488 6.141517 -3.975583 -0.057 -0.106 -0.314
C 0.022523 6.411994 -5.340018 0.031 0.060 0.258
C -0.236702 5.390303 -6.254071 0.045 0.018 0.334
C -0.484640 4.095065 -5.797793 0.039 0.177 0.321
C -0.502165 3.831160 -4.427396 0.047 0.149 0.149
C -0.712342 2.991584 -6.758143 -0.164 -0.853 0.392
O -0.932758 1.859908 -6.360461 0.051 0.274 -0.130
C -0.659698 3.281378 -8.209003 0.014 -0.051 -0.424
C -0.815208 2.241250 -9.126803 -0.007 -0.026 -0.269
C -0.780426 2.506210 -10.491895 0.000 0.058 0.228
C -0.599676 3.811106 -10.945302 0.015 0.079 0.202
C -0.438832 4.849181 -10.034256 -0.013 -0.144 -0.207
C -0.458899 4.584494 -8.663836 -0.045 -0.208 -0.347
C -0.251113 5.691226 -7.702900 0.152 0.966 -0.238
O -0.088502 6.833177 -8.099422 -0.047 -0.334 0.073
H -0.259777 4.645038 -2.456250 0.015 0.038 -0.233
H 0.230625 6.936249 -3.266562 -0.032 -0.077 -0.083
H 0.229752 7.418785 -5.689088 -0.066 -0.197 -0.122
H -0.707643 2.828912 -4.065925 0.039 0.107 -0.190
H -0.959598 1.222575 -8.780553 0.013 0.210 0.119
H -0.896395 1.695050 -11.203744 0.007 0.081 0.090
H -0.579810 4.018357 -12.010566 0.000 -0.012 0.120
H -0.293535 5.863070 -10.393680 0.001 -0.092 0.223
C -2.486389 -10.123575 2.520774 0.167 0.116 -0.052
C -3.193424 -9.006812 2.961272 0.161 0.139 -0.063
C -2.629317 -7.740003 2.857931 -0.174 -0.189 0.053
C -1.349334 -7.587350 2.323846 -0.220 -0.297 0.083
C -0.631823 -8.708234 1.905314 -0.341 -0.143 0.118
C -1.207827 -9.976434 1.994260 -0.205 -0.083 0.090
C 0.746410 -8.565436 1.382563 0.501 -0.794 -0.304
O 1.372516 -9.543845 1.013364 -0.175 0.270 0.106
C 1.354585 -7.217263 1.323702 0.281 0.300 -0.043
C 2.672723 -7.072537 0.887663 0.169 0.203 -0.039
C 3.247704 -5.807646 0.816693 -0.196 -0.168 0.041
C 2.506125 -4.682793 1.171670 -0.148 -0.058 0.050
C 1.194856 -4.824054 1.611706 0.300 0.009 -0.057
C 0.619808 -6.092436 1.697770 0.295 0.158 -0.091
C -0.764441 -6.233272 2.201388 -0.519 0.785 0.255
O -1.412422 -5.248382 2.516630 0.189 -0.239 -0.062
H -2.931001 -11.111025 2.593335 0.060 0.105 -0.013
H -4.186271 -9.123994 3.383685 0.105 0.025 -0.054
H -3.187162 -6.873155 3.198047 0.205 -0.023 -0.114
H -0.659890 -10.850868 1.657830 0.063 0.226 0.018
H 3.255266 -7.944315 0.606460 -0.232 0.025 0.061
H 4.274395 -5.697855 0.482289 -0.119 -0.021 0.032
H 2.952547 -3.695057 1.109253 -0.073 -0.084 0.008
H 0.624760 -3.944788 1.890811 -0.071 -0.287 -0.008
```
Forces are in eV/Å.

Strongest force on any atom = 7.37 eV/Å
SMILES = C[Si](C)(C)[C@@](S)(CC(=O)Cl)OC(=O)CCCSC(=S)n1ccnc1.O=C1c2ccccc2C(=O)c2ccccc21.O=C1c2ccccc2C(=O)c2ccccc21
Energy above the lowest of the compared OMol25 structures with the same formula, charge and spin = 134.8 kcal per mole
HOMO energy = -8.8759 eV

And the Löwdin charges, in e, turn out to be:
1. C -0.21
2. Si 0.53
3. C -0.19
4. C -0.18
5. C -0.72
6. S 0.82
7. C -0.12
8. C -0.65
9. O -0.04
10. Cl 0.64
11. O -0.13
12. C -0.37
13. O 0.07
14. C -0.11
15. C -0.22
16. C -0.47
17. S 0.85
18. C -1.02
19. S 0.66
20. N -0.16
21. C -0.10
22. C -0.08
23. N -0.02
24. C -0.11
25. H 0.05
26. H 0.04
27. H 0.04
28. H 0.06
29. H 0.02
30. H 0.04
31. H 0.04
32. H 0.06
33. H 0.04
34. H -0.09
35. H 0.11
36. H 0.11
37. H 0.10
38. H 0.11
39. H 0.08
40. H 0.12
41. H 0.10
42. H 0.06
43. H 0.12
44. H 0.10
45. H 0.13
46. C -0.05
47. C -0.05
48. C 0.00
49. C -0.09
50. C -0.08
51. C 0.01
52. C -0.28
53. O 0.10
54. C -0.08
55. C 0.00
56. C -0.06
57. C -0.06
58. C 0.00
59. C -0.08
60. C -0.28
61. O 0.10
62. H 0.08
63. H 0.11
64. H 0.12
65. H 0.11
66. H 0.12
67. H 0.11
68. H 0.11
69. H 0.12
70. C -0.06
71. C -0.06
72. C 0.00
73. C -0.09
74. C -0.08
75. C 0.00
76. C -0.28
77. O 0.10
78. C -0.08
79. C 0.01
80. C -0.05
81. C -0.05
82. C -0.01
83. C -0.08
84. C -0.28
85. O 0.10
86. H 0.11
87. H 0.11
88. H 0.12
89. H 0.12
90. H 0.12
91. H 0.11
92. H 0.11
93. H 0.06